(1)
17
Properties=species:S:1:pos:R:3:forces:R:3 method="wB97M-V/def2-TZVPD" homo_lumo_gap_ev=9.2 smiles="C/C(C#N)=C1/NCCO1" spin_multiplicity=1
C -0.622171 -0.438245 2.356869 -0.2 -3.0 1.8
C -0.641787 0.179977 0.991689 0.0 0.3 0.2
C -1.574949 1.259344 0.895997 2.4 -2.2 -0.4
N -2.350112 2.076313 0.831835 -2.2 2.3 -0.2
C 0.210030 -0.078506 -0.029634 0.0 -2.1 -0.8
N 0.417256 0.559421 -1.256569 -2.9 1.9 -0.4
C 1.012779 -0.376468 -2.166540 2.3 1.9 -0.6
C 1.866917 -1.130300 -1.166309 0.9 -1.8 -1.8
O 0.955222 -1.297030 -0.105838 -0.5 2.2 1.6
H -0.301301 0.260512 3.121822 0.6 0.3 -0.1
H 0.083880 -1.359317 2.384010 -1.1 1.6 0.0
H -1.619395 -0.795098 2.899364 1.6 0.6 -2.0
H -0.456099 0.982774 -1.706624 1.6 -0.4 1.5
H 1.558794 0.138877 -3.024692 -0.4 -0.5 1.3
H 0.264925 -0.961145 -2.622344 -0.8 -1.3 -0.4
H 2.904206 -0.702697 -0.875162 -1.9 -0.4 -0.4
H 1.948288 -2.132617 -1.648973 0.7 0.4 0.8

***

(2)
10
Properties=species:S:1:pos:R:3:forces:R:3 method="wB97M-V/def2-TZVPD" homo_lumo_gap_ev="8.3 / 6.0" total_charge=+1 spin_multiplicity=1
C 0.751565 -0.021787 0.269178 -0.4 1.3 -1.3
N 1.912252 -0.562439 0.039832 -0.2 -3.0 0.3
N 0.435852 1.231421 -0.001334 1.6 -1.9 0.2
P -2.199894 -1.210920 -0.393410 1.0 1.1 -1.4
Br -3.431828 0.585630 -0.295177 0.4 -0.3 -0.1
H 2.784024 -0.198108 -0.375036 -0.8 0.2 0.3
H 1.850574 -1.613998 0.150802 0.8 1.8 -0.2
H 0.962849 1.950986 -0.438904 1.0 0.4 -0.3
H -0.458625 1.459978 0.224372 -2.9 1.1 0.7
H -2.606771 -1.620764 0.819679 -0.4 -0.7 1.7

***

(3)
109
Properties=species:S:1:pos:R:3:forces:R:3 method="wB97M-V/def2-TZVPD" homo_lumo_gap_ev=6.7 total_charge=+2 spin_multiplicity=1
Ga -1.184609 0.654981 1.203419 0.0 -0.1 0.0
N 2.323506 -0.828368 3.735857 -0.2 -0.2 0.0
C 1.534250 -0.092511 2.956948 -0.1 -0.1 0.0
N 0.284334 -0.363699 2.728552 0.1 0.1 0.2
C -0.309384 -1.438771 3.365621 0.1 0.0 -0.1
N -1.582396 -1.638665 3.252591 -0.2 0.2 -0.3
N -2.190956 -0.623590 2.517496 0.5 -0.3 0.0
C -3.403754 -0.387299 2.800664 -0.4 0.2 0.0
C -4.028332 0.804742 2.211604 0.1 -0.3 0.0
C -5.288861 1.226829 2.567655 -0.3 0.0 0.1
C -5.735845 2.443329 2.066429 -0.2 0.1 0.0
C -4.900792 3.178814 1.246160 -0.1 0.1 0.0
C -3.654000 2.664427 0.925254 0.1 -0.1 0.0
N -3.232409 1.493536 1.390354 0.2 0.1 0.0
C 0.509875 -2.328771 4.178468 -0.2 0.1 0.0
C 0.006095 -3.482351 4.784018 -0.2 -0.1 0.0
C 0.832394 -4.269968 5.552928 0.0 -0.1 0.0
C 2.172487 -3.911611 5.732822 0.0 -0.1 0.0
C 2.684391 -2.774517 5.144627 0.1 0.0 0.0
C 1.843236 -1.988964 4.366073 0.2 0.2 -0.1
H 3.274947 -0.543250 3.892375 0.2 0.1 0.0
H 1.974206 0.779575 2.486050 0.0 0.0 0.0
H -3.916208 -0.991406 3.541624 -0.1 0.0 0.0
H -5.899450 0.625935 3.233467 0.1 0.1 -0.1
H -6.720372 2.816344 2.328787 0.1 0.0 0.0
H -5.203110 4.143449 0.857896 0.0 -0.1 0.0
H -2.973354 3.207164 0.284546 0.0 0.0 0.0
H -1.037592 -3.735444 4.635654 0.1 0.0 0.0
H 0.445429 -5.164844 6.025284 0.0 0.1 0.0
H 2.818168 -4.530857 6.342189 0.0 0.0 0.0
H 3.722677 -2.493186 5.287474 -0.1 0.0 0.0
C 0.733379 2.683400 4.368412 0.2 -0.1 0.4
Si -0.292920 3.344093 2.967075 -0.1 -0.2 0.0
C 0.566234 4.774784 2.180015 0.2 0.4 -0.1
C -1.924819 3.876714 3.664210 -0.3 0.1 0.2
O -0.512472 2.186293 1.830415 0.2 -0.1 -0.5
H 0.765842 3.428690 5.175748 0.0 -0.2 -0.1
H 1.774340 2.485083 4.076431 -0.2 0.1 0.1
H 0.300570 1.764835 4.787050 0.1 0.1 0.0
H 0.815029 5.532465 2.938152 0.0 -0.1 -0.2
H -0.071643 5.258443 1.428070 0.2 -0.1 0.1
H 1.501514 4.469946 1.692559 -0.1 0.1 0.1
H -1.768464 4.646628 4.432767 -0.1 -0.2 -0.1
H -2.449530 3.037056 4.141370 0.0 0.2 -0.1
H -2.580441 4.306894 2.898037 0.1 0.0 0.1
C 1.870493 -0.502804 -0.762136 0.0 0.1 0.1
P 0.142322 -0.926935 -0.394282 -0.4 0.0 0.2
C -0.939094 -0.320927 -1.758698 -0.1 0.1 -0.2
C -0.244113 0.678066 -2.714421 -0.3 0.4 0.2
C -1.136550 1.129438 -3.897259 0.0 0.1 0.1
C -2.546672 0.491025 -3.896250 0.0 0.1 0.1
C -2.639176 -0.911096 -3.410245 -0.1 0.1 0.0
C -1.907381 -1.292666 -2.365304 0.0 0.2 0.1
C 0.228361 -2.721204 -0.096326 0.1 -0.1 0.0
C -0.279542 -3.777753 -0.852374 0.0 0.0 0.0
C -0.056767 -5.091274 -0.458082 0.0 0.0 0.0
C 0.684284 -5.372688 0.680115 0.0 0.0 0.0
C 1.232705 -4.330147 1.413241 0.0 -0.1 0.0
C 1.005609 -3.022194 1.025325 0.1 -0.1 0.0
P 2.812738 -1.708947 -1.831843 0.1 -0.1 -0.1
C 4.309824 -0.692753 -2.116191 0.0 -0.1 -0.1
C 5.179088 -1.137015 -3.117569 0.0 0.0 0.0
C 6.366102 -0.468282 -3.370805 0.0 0.0 0.0
C 6.712073 0.651223 -2.619384 0.0 0.0 0.0
C 5.867694 1.089642 -1.613306 -0.1 0.0 0.0
C 4.672324 0.419709 -1.362011 0.0 0.1 0.0
C 1.926950 -1.565495 -3.438886 0.0 -0.1 -0.1
C 2.030446 -0.466301 -4.298134 0.3 -0.3 -0.3
C 1.320718 -0.433549 -5.490395 0.1 -0.1 0.0
C 0.494260 -1.499468 -5.844317 0.0 0.0 0.0
C 0.391175 -2.601651 -5.008510 0.0 0.1 0.1
C 1.110280 -2.635312 -3.814953 0.1 0.1 0.0
H 2.382793 -0.526397 0.204564 0.0 0.1 0.0
H 1.929651 0.521988 -1.130195 0.0 0.0 0.0
H 0.801828 0.531979 -2.948281 -0.3 0.1 0.2
H -0.632431 1.236639 -4.854632 -0.1 0.0 0.1
H -3.056791 0.639579 -4.846799 0.0 0.0 0.0
H -3.341612 -1.603631 -3.870154 0.1 0.1 0.1
H -2.041618 -2.267000 -1.933948 0.0 -0.1 0.0
H -0.792728 -3.615642 -1.784554 -0.1 0.1 0.0
H -0.451352 -5.899524 -1.064586 0.0 0.1 0.1
H 0.857070 -6.400061 0.977830 0.0 0.1 0.0
H 1.846493 -4.533500 2.284080 0.0 0.0 -0.1
H 1.489306 -2.226774 1.577070 0.0 -0.1 0.0
H 4.923633 -2.012638 -3.707209 0.0 0.0 0.0
H 7.026799 -0.823046 -4.152843 0.0 0.0 0.0
H 7.640084 1.174588 -2.817033 -0.1 0.0 0.0
H 6.134776 1.957069 -1.020653 0.0 -0.1 0.0
H 4.032893 0.784440 -0.565516 0.1 0.0 -0.1
H 2.689924 0.359655 -4.045608 0.0 -0.1 0.0
H 1.423825 0.417292 -6.156481 0.0 -0.1 0.0
H -0.046542 -1.477229 -6.784478 0.0 0.0 0.1
H -0.226297 -3.445973 -5.295077 0.0 0.1 0.0
H 1.059543 -3.512668 -3.175696 0.0 0.1 -0.1
C -4.300229 2.304052 -3.154134 -0.1 0.1 0.0
C -3.007241 1.592327 -2.844034 0.2 -0.2 0.0
C -1.660672 2.327088 -3.030201 0.0 -0.2 0.0
C -0.761389 1.874094 -1.866380 0.0 -0.3 0.0
N -1.629104 0.897221 -1.029432 -0.3 0.2 -0.2
N -2.987301 1.160208 -1.433450 0.5 0.2 -0.2
C 0.113399 2.855077 -1.137477 -0.1 0.0 0.0
H -4.278572 2.714971 -4.167266 0.0 -0.1 0.1
H -4.462637 3.124540 -2.448012 0.0 -0.1 -0.1
H -5.152092 1.616479 -3.089128 0.1 0.1 0.0
H -1.658861 3.373785 -3.330082 0.0 -0.1 0.0
H -3.518687 0.306493 -1.300511 -0.1 -0.1 0.1
H 0.676963 3.438264 -1.870960 0.0 -0.1 0.0
H 0.824579 2.364164 -0.470657 0.0 0.0 0.0
H -0.476745 3.545072 -0.528278 0.0 -0.1 -0.1

***

(4)
12
Properties=species:S:1:pos:R:3:forces:R:3 method="wB97M-V/def2-TZVPD" homo_lumo_gap_ev=8.2 spin_multiplicity=1
N 2.637025 -0.399820 0.746359 0.3 0.1 -0.1
C 1.963257 -0.008550 -0.279374 -0.1 -0.3 0.8
C 0.623498 0.000069 -0.251545 -0.2 0.2 -0.5
C -0.411531 0.981314 0.194420 -0.1 0.2 -0.1
C -1.416485 -0.102576 -0.270814 -0.6 0.1 -0.1
N -0.273134 -0.996411 -0.498182 0.1 0.3 -0.4
H 1.867481 -0.612045 1.410259 1.1 -0.3 0.5
H -0.393677 1.195617 1.270772 0.1 -0.1 -0.2
H -0.386177 1.915135 -0.364621 -0.2 0.0 0.1
H -1.937665 0.151077 -1.190411 -0.2 0.1 0.0
H -2.109383 -0.466650 0.486590 0.0 0.0 -0.1
H -0.163210 -1.657164 -1.253458 -0.1 -0.2 0.2